1.
Molecular formula: C13H17IrN4O7P2S2Si
Method: DFT, ωB97M-V with the def2-TZVPD basis set

Last column: Mulliken charge in e.
Geometry (Å):
Ir  0.2666  0.4303  1.0004  2.8605
C  -3.2122  0.1242  2.1216  -1.1302
C  -2.9208  -0.0976  0.6725  0.5617
C  -3.8899  -0.4144  -0.2674  -0.8569
C  -3.4955  -0.6164  -1.5925  -0.6724
C  -2.1821  -0.4887  -1.9797  -0.6285
C  -1.2343  -0.1395  -0.9920  0.5878
N  -1.6536  0.0251  0.2942  -0.2157
N  0.0873  0.0777  -1.0550  -0.1943
Si  1.0926  -0.2938  -2.4068  -0.0888
C  0.9053  -2.1137  -2.8491  -1.0512
C  2.8873  0.0603  -2.0782  -0.9520
C  0.5928  0.7388  -3.9073  -1.0875
H  -4.2629  -0.0654  2.3411  0.4129
H  -2.9591  1.1489  2.4013  0.2213
H  -2.5855  -0.5269  2.7305  0.1386
H  -4.9229  -0.5166  0.0349  0.3799
H  -4.2425  -0.8784  -2.3346  0.3725
H  -1.8766  -0.6433  -3.0042  0.2844
H  1.1955  -2.7221  -1.9891  0.3077
H  1.5305  -2.3925  -3.7024  0.3520
H  -0.1311  -2.3607  -3.0897  0.3330
H  3.2556  -0.5102  -1.2249  0.2707
H  3.0519  1.1162  -1.8542  0.2415
H  3.4745  -0.2017  -2.9641  0.3392
H  -0.4439  0.5725  -4.2068  0.3095
H  1.2321  0.5096  -4.7656  0.3336
H  0.7032  1.8007  -3.6748  0.2955
S  -0.1329  2.6643  0.6759  -0.5415
C  1.4891  3.3086  0.6518  0.6353
C  1.6151  4.7008  0.3470  -0.1748
N  1.6950  5.8194  0.0795  -0.5899
C  2.5917  2.5605  0.9234  0.4232
S  2.5329  0.8560  1.2698  -0.5677
C  3.8913  3.1614  0.9014  -0.0907
N  4.9437  3.6321  0.8991  -0.6063
O  -1.5318  -2.7170  1.4421  -0.4396
P  -0.0625  -2.6328  2.1298  0.6761
O  0.4521  -4.0029  2.3219  -0.8303
O  0.7372  -1.6417  1.3067  -0.7171
O  -0.3945  -1.9375  3.5452  -0.3104
P  0.2017  -0.5249  4.1327  0.6271
O  1.7807  -0.8103  4.2136  -0.5187
O  -0.3497  -0.3231  5.4794  -0.7970
O  -0.0507  0.5411  3.0817  -0.5399
H  -1.8671  -3.6069  1.5908  0.2668
H  2.1963  -0.6693  3.3500  0.3708

- Lowest unoccupied orbital energy: 0.1663 Eh
- Relative energy (zero: lowest compared OMol25 entry of this formula, charge and spin): 0.00 kcal/mol
- HOMO level: -1.7 eV
- DFT total energy: -3124.75588 hartree
- Kohn-Sham gap: 6.196 eV
- Charge: -2
- M: 687.7 g/mol

***

2.
Molecular formula: C5H13OP
Method: DFT, ωB97M-V with the def2-TZVPD basis set

Last column: Mulliken charge in e.
Geometry (Å):
C  -2.9600  0.0942  -0.6511  -1.2190
C  -1.5732  0.3396  -1.1274  -0.4084
C  -0.5337  0.3461  0.0494  -0.2347
O  -0.6204  1.5115  0.8206  -0.5217
P  1.3260  0.1516  -0.9768  0.1796
C  1.9978  -1.3565  -0.0122  -0.9033
C  2.3611  1.5138  -0.1054  -1.1815
H  -3.1771  -0.8262  -1.0239  0.3576
H  -3.0741  -0.0210  0.4858  0.2958
H  -3.7796  0.8071  -0.8355  0.3171
H  -1.5194  1.3285  -1.5355  0.2868
H  -1.1291  -0.3617  -1.9205  0.4099
H  -0.6938  -0.5691  0.6895  0.4016
H  0.1322  1.5511  1.3320  0.2829
H  1.1301  -2.1173  0.0519  0.2381
H  2.4124  -0.8903  0.9139  0.2463
H  2.9143  -1.8356  -0.3337  0.3925
H  3.4211  1.4774  -0.5459  0.3560
H  2.4556  1.6227  1.0149  0.3699
H  1.9348  2.4533  -0.5547  0.3345

- Lowest unoccupied orbital energy: 0.0340 Eh
- Relative energy (zero: lowest compared OMol25 entry of this formula, charge and spin): 50.30 kcal/mol
- SMILES string: CC[C@H](O)P(C)C
- HOMO level: -8.5 eV
- DFT total energy: -614.81936 hartree
- Kohn-Sham gap: 9.412 eV
- Charge: 0
- M: 120.1 g/mol

***

3.
Molecular formula: C14H17BaNO2
Method: DFT, ωB97M-V with the def2-TZVPD basis set

Last column: Mulliken charge in e.
Geometry (Å):
C  -0.5749  1.7799  -2.9594  -0.4530
C  -0.0678  -1.6494  -2.1420  -0.2350
C  0.6801  1.6865  -3.5100  -0.2499
H  -0.7284  2.7208  -2.3421  0.2932
C  1.2752  -1.5973  -1.9846  -0.4797
H  -0.5624  -2.5067  -1.6748  0.3560
H  1.2676  2.5946  -3.7438  0.3381
H  1.8495  -2.4232  -1.5237  0.3437
C  1.6283  0.4546  -3.5535  -1.0178
H  2.5579  0.9108  -3.9213  0.4062
H  1.2352  -0.2454  -4.3027  0.3468
C  -1.3558  0.7190  -2.2509  0.2961
H  -2.4466  0.8154  -2.3068  0.3425
H  -1.0279  0.6854  -1.2016  -0.3665
C  -0.9883  -0.6856  -2.8731  -1.0475
H  -0.5693  -0.5105  -3.8801  0.3976
H  -1.9434  -1.2327  -2.9674  0.4155
C  2.1469  -0.3792  -2.3039  -0.2546
H  3.1515  -0.8016  -2.5825  0.3555
H  2.3460  0.2587  -1.4089  0.1819
Ba  0.0515  1.8323  1.4787  1.3149
H  1.9326  0.8620  1.2698  -0.4504
O  -3.5021  0.7677  4.3080  -0.6305
C  -2.4631  0.9037  3.6526  0.3379
O  -2.0968  1.8760  2.8620  -0.7286
C  -1.4160  -0.1991  3.7524  0.4852
C  -1.0800  -0.8460  4.9554  -0.3985
C  -0.0735  -1.8182  4.9248  -0.2632
C  0.5029  -2.1907  3.6903  -0.5070
C  0.0479  -1.5599  2.5279  -0.0823
N  -0.7659  -0.4695  2.6028  -0.4519
H  -1.6230  -0.5453  5.8570  0.3857
H  0.2568  -2.2954  5.8519  0.3926
H  1.2944  -2.9597  3.6220  0.3306
H  0.3096  -1.9010  1.5111  0.2966

- Lowest unoccupied orbital energy: -0.0187 Eh
- Relative energy (zero: lowest compared OMol25 entry of this formula, charge and spin): 29.35 kcal/mol
- HOMO level: -7.6 eV
- DFT total energy: -774.27591 hartree
- Kohn-Sham gap: 7.095 eV
- Charge: 0
- M: 368.6 g/mol

***

4.
Molecular formula: C4H5NO4
Method: DFT, ωB97M-V with the def2-TZVPD basis set

Last column: Mulliken charge in e.
Geometry (Å):
O  2.9964  1.6978  0.5100  -0.4281
C  2.4545  0.7025  0.3064  0.6058
O  2.0403  0.0648  -0.8519  -0.4030
N  1.2116  -0.8689  -0.0074  1.0296
O  1.3668  -2.0174  -0.1065  -0.6525
O  1.9074  -0.1673  1.2020  -0.3966
H  0.2041  -0.4110  -0.0415  0.2953
C  -1.3554  -1.4517  0.1448  -0.0754
C  -1.5658  -0.2702  -0.0050  -0.2637
C  -2.0871  1.0325  -0.2066  -1.1000
H  -0.7488  -2.3825  0.1145  0.4038
H  -1.2979  1.6755  -0.4850  0.3857
H  -2.6227  0.9838  -1.2288  0.2713
H  -2.5036  1.4120  0.6551  0.3279

- Lowest unoccupied orbital energy: 0.0143 Eh
- Relative energy (zero: lowest compared OMol25 entry of this formula, charge and spin): 173.46 kcal/mol
- SMILES string: O=C1O[NH+]([O-])O1.C#CC
- HOMO level: -10.7 eV
- DFT total energy: -510.88505 hartree
- Kohn-Sham gap: 11.133 eV
- Charge: 0
- M: 131.1 g/mol

***

5.
Molecular formula: C18H20N4
Method: DFT, ωB97M-V with the def2-TZVPD basis set

Last column: Mulliken charge in e.
Geometry (Å):
C  3.0298  2.4103  3.1624  -1.6708
C  2.5293  2.2085  1.7490  0.5525
C  2.7989  3.2280  0.8483  -0.8608
C  2.4338  3.1857  -0.5045  0.3767
C  2.7740  4.4225  -1.3261  -1.6863
C  1.7458  2.0560  -0.9752  1.2310
C  1.3984  1.9601  -2.4691  -1.6288
C  1.3731  1.0427  -0.0545  0.1350
N  0.6908  -0.0923  -0.5711  -0.6458
N  -0.4799  -0.2583  -0.1193  -0.0828
C  -1.1830  -1.3781  -0.5049  0.3186
N  -0.9167  -2.2402  -1.4602  -0.7842
C  -1.9599  -3.1463  -1.4761  0.3465
C  -2.1143  -4.3216  -2.1710  -0.3794
C  -3.2853  -5.1024  -2.0069  -0.3874
C  -4.2660  -4.7528  -1.1039  -0.6332
C  -4.0437  -3.6159  -0.3037  -0.8846
C  -2.9193  -2.8112  -0.5169  1.0012
N  -2.4164  -1.6939  0.0734  0.1728
C  -2.9959  -1.0420  1.2511  -0.8629
C  1.7812  1.0983  1.2948  1.2375
C  1.3066  0.0657  2.2749  -1.8499
H  2.2332  2.1078  3.8395  0.3792
H  3.8783  1.8007  3.3652  0.3518
H  3.2877  3.4484  3.3818  0.3626
H  3.3113  4.1083  1.2169  0.2954
H  3.6026  4.9937  -0.8798  0.3884
H  1.9132  5.0519  -1.4125  0.3127
H  3.0531  4.0883  -2.3182  0.3774
H  0.7105  2.7989  -2.7617  0.2992
H  2.3066  2.0118  -3.0641  0.3608
H  0.9412  0.9776  -2.7130  0.4319
H  -1.3917  -4.6294  -2.9292  0.3717
H  -3.4458  -5.9397  -2.6860  0.3473
H  -5.1155  -5.4139  -0.9558  0.3836
H  -4.7647  -3.3543  0.4690  0.2397
H  -2.3256  -1.2764  2.1038  0.2782
H  -3.9725  -1.4422  1.5112  0.3290
H  -3.0742  0.0468  1.1178  0.2767
H  2.0784  -0.1175  3.0674  0.4065
H  0.3721  0.4263  2.7238  0.3113
H  1.1207  -0.9102  1.8332  0.4815

- Lowest unoccupied orbital energy: -0.0238 Eh
- Relative energy (zero: lowest compared OMol25 entry of this formula, charge and spin): 44.05 kcal/mol
- SMILES string: Cc1cc(C)c(C)c(/N=N/c2nc3ccccc3n2C)c1C
- HOMO level: -8.4 eV
- DFT total energy: -916.89209 hartree
- Kohn-Sham gap: 7.785 eV
- Charge: 0
- M: 292.4 g/mol

***

6.
Molecular formula: C35H29AsNO6S2Sr
Method: DFT, ωB97M-V with the def2-TZVPD basis set

Last column: Mulliken charge in e.
Geometry (Å):
Sr  -0.4467  -0.9554  -0.5677  0.5593
O  2.5101  1.5910  -0.8375  -0.7115
C  2.5700  0.3856  -0.5221  0.2659
O  2.3182  -0.5979  -1.2943  -0.7718
C  2.9923  0.1080  0.8706  0.4272
C  4.2905  -0.3536  1.0805  -0.3038
C  4.7822  -0.5784  2.3542  -0.6568
C  3.9483  -0.3560  3.4434  -0.6214
C  2.6376  0.0465  3.2396  -0.6763
C  2.1179  0.2924  1.9524  0.3910
S  0.3891  0.7483  1.8641  -0.4027
H  4.9239  -0.5158  0.2143  0.4458
H  5.8000  -0.9232  2.4920  0.3768
H  4.3172  -0.5002  4.4531  0.3556
H  1.9672  0.1875  4.0813  0.4403
C  -0.4883  -5.1301  6.4625  -1.4440
C  -0.1684  -4.7687  5.0332  1.0703
C  0.1012  -3.4491  4.6815  -0.9318
C  0.3346  -3.0916  3.3613  -0.3999
C  0.3250  -4.0838  2.3877  0.0199
C  0.0985  -5.4169  2.7222  -0.6824
C  -0.1456  -5.7531  4.0429  -0.7105
S  0.1988  -3.5945  0.7054  1.5857
O  0.6635  -2.1922  0.7429  -0.2185
O  0.8745  -4.5556  -0.1063  -0.6709
N  -1.5600  -3.6958  0.6135  -0.3111
C  -1.9401  -2.7951  -0.5552  -1.5304
C  -0.9074  -2.8637  -1.7490  -1.6794
C  -1.6357  -1.8428  -2.7522  0.6098
O  -2.3958  -2.3514  -3.5556  -0.7115
O  -1.4433  -0.5949  -2.4949  -0.5675
H  -0.8916  -4.2694  6.9945  0.3692
H  0.4127  -5.4600  6.9846  0.2944
H  -1.2147  -5.9416  6.5068  0.3762
H  0.0915  -2.6788  5.4443  0.3983
H  0.5153  -2.0545  3.0832  0.2288
H  0.1157  -6.1767  1.9494  0.4815
H  -0.3518  -6.7843  4.3049  0.3841
H  -1.7331  -4.6719  0.3721  0.4104
H  -2.0788  -1.8091  -0.0767  0.8370
H  -2.9188  -3.0513  -0.9501  0.5462
H  -0.8786  -3.8727  -2.1364  0.5590
H  0.1346  -2.5768  -1.4834  1.1706
C  0.5920  6.3541  0.1344  -0.4262
C  0.8256  5.9962  -1.1864  -0.7356
C  0.6496  4.6810  -1.5950  -0.4030
C  0.2376  3.7108  -0.6874  0.8975
C  0.0070  4.0720  0.6383  0.0229
C  0.1867  5.3878  1.0439  -0.7351
As  -0.0586  1.8597  -1.2819  1.2869
C  -1.9481  2.4150  -1.6747  0.6407
C  -2.9801  2.5408  -0.7500  -0.7931
C  -4.2662  2.8479  -1.1772  -0.7125
C  -4.5185  3.0325  -2.5325  -0.6707
C  -3.4897  2.9126  -3.4594  -0.7136
C  -2.2044  2.6056  -3.0280  0.4082
C  -1.0242  2.3706  -3.8936  0.4659
C  -1.0494  2.2814  -5.2816  -0.8776
C  0.1021  1.9453  -5.9764  -0.6615
C  1.2881  1.7047  -5.2947  -0.6633
C  1.3186  1.7804  -3.9091  -0.5596
C  0.1656  2.1163  -3.2083  -0.1238
H  0.7370  7.3800  0.4550  0.3511
H  1.1534  6.7465  -1.8983  0.3803
H  0.8600  4.3808  -2.6106  0.3876
H  -0.2416  3.2956  1.3461  0.1451
H  0.0177  5.6608  2.0807  0.4002
H  -2.7597  2.3733  0.2986  0.4420
H  -5.0793  2.9407  -0.4648  0.4000
H  -5.5221  3.2678  -2.8693  0.3702
H  -3.7005  3.0398  -4.5166  0.3638
H  -1.9787  2.4244  -5.8225  0.3119
H  0.0676  1.8467  -7.0559  0.3711
H  2.1809  1.4313  -5.8463  0.3962
H  2.2003  1.5451  -3.3336  0.4328

- Lowest unoccupied orbital energy: 0.0619 Eh
- Relative energy (zero: lowest compared OMol25 entry of this formula, charge and spin): 144.49 kcal/mol
- HOMO level: -4.2 eV
- DFT total energy: -4920.22491 hartree
- Kohn-Sham gap: 5.837 eV
- Charge: -1
- M: 786.3 g/mol